(1)
CH2S3 as an isolated structure in a non-equilibrium geometry, computed with ωB97M-V/def2-TZVPD.

CARTESIAN COORDINATES (ANGSTROEM)
C  0.2497  -0.1541  -0.0367
H  -0.9315  -2.2132  -0.5074
H  0.6922  2.3424  0.9348
S  -1.4126  -0.9538  -0.0521
S  -0.3573  1.5522  -0.2119
S  1.7595  -0.5735  -0.1268

* lowest unoccupied orbital energy: -0.81 eV
* total charge: 0
* DFT total energy: -1233.78118 hartree
* HOMO level: -0.3317 Ha
* ΔE to the lowest compared entry with this formula, charge and spin: 1.940 eV
* frontier orbital gap: 8.2 eV

Charges obtained by natural (NBO) population analysis, quoted in units of e: -0.51, 0.15, 0.17, 0.06, 0.00, 0.14

---

(2)
An isolated molecule of C5H8O, computed with ωB97M-V/def2-TZVPD.

CARTESIAN COORDINATES (ANGSTROEM)
C  1.4822  -0.8168  0.7245
C  0.5522  -0.0995  -0.1958
C  -0.2546  1.1483  0.2253
C  -1.5278  0.4113  -0.2409
C  -0.5943  -0.5455  -0.9989
O  0.6280  0.0433  -1.5903
H  0.9056  -1.0226  1.6356
H  2.3306  -0.1876  1.0076
H  1.8469  -1.7649  0.3248
H  -0.1837  1.4682  1.2613
H  -0.0191  1.9610  -0.4651
H  -1.9412  -0.1243  0.6344
H  -2.3530  0.9332  -0.7338
H  -0.8717  -1.4042  -1.5887

* lowest unoccupied orbital energy: 1.06 eV
* total charge: 0
* DFT total energy: -270.46326 hartree
* HOMO level: -0.3446 Ha
* ΔE to the lowest compared entry with this formula, charge and spin: 2.575 eV
* frontier orbital gap: 10.4 eV
* SMILES string: C[C@]12CC[C@H]1O2

These are the natural (NBO) partial charges, in e, on atoms 1 to 8: -0.63, 0.23, -0.42, -0.41, 0.02, -0.49, 0.22, 0.22

---

(3)
An isolated molecule of C20H27F2N3O2, computed with ωB97M-V/def2-TZVPD.

CARTESIAN COORDINATES (ANGSTROEM)
O  1.3742  -0.5676  -1.8923
C  0.2175  -0.7202  -2.2351
C  -0.6688  0.4278  -2.6939
C  -1.8178  0.7344  -1.7126
C  -2.9385  -0.2963  -1.8507
O  -3.0190  -1.0672  -2.7938
N  -3.8956  -0.2232  -0.9106
C  -3.6522  0.4691  0.3307
C  -2.1607  0.2853  0.6458
N  -1.3252  0.9143  -0.3513
C  -0.9282  2.2755  -0.0138
C  0.4851  2.3782  0.5980
C  0.7504  1.2912  1.6393
C  2.1459  1.4307  2.2403
C  3.2062  1.3802  1.1474
C  2.9557  2.4909  0.1349
C  1.5692  2.3250  -0.4781
N  -0.3717  -1.9303  -2.2676
C  0.3151  -3.0959  -1.7454
C  0.5630  -2.9246  -0.2667
C  1.8190  -2.6165  0.2377
C  2.0060  -2.3728  1.5867
C  0.9377  -2.4260  2.4650
C  -0.3173  -2.7319  1.9741
F  -1.3721  -2.7752  2.8130
C  -0.5034  -2.9796  0.6215
F  -1.7411  -3.2704  0.1625
H  -1.1066  0.1782  -3.6619
H  -0.0380  1.3098  -2.7974
H  -2.3011  1.6659  -2.0674
H  -4.6409  -0.9015  -0.9702
H  -3.8850  1.5364  0.2256
H  -4.2794  0.0480  1.1165
H  -1.9525  -0.7883  0.6532
H  -1.9220  0.6874  1.6277
H  -0.9448  2.8942  -0.9155
H  -1.6492  2.7129  0.6925
H  0.5411  3.3570  1.0925
H  0.0100  1.3496  2.4413
H  0.6617  0.3180  1.1546
H  2.3117  0.6292  2.9640
H  2.2197  2.3824  2.7735
H  4.2018  1.4828  1.5853
H  3.1513  0.4181  0.6351
H  3.7103  2.4543  -0.6529
H  3.0319  3.4634  0.6299
H  1.5266  1.3609  -0.9822
H  1.3966  3.1154  -1.2136
H  -1.3403  -2.0016  -2.5516
H  -0.3052  -3.9726  -1.9363
H  1.2761  -3.2041  -2.2574
H  2.6486  -2.5445  -0.4468
H  2.9882  -2.1270  1.9583
H  1.0561  -2.2292  3.5183

* lowest unoccupied orbital energy: 0.68 eV
* total charge: 0
* DFT total energy: -1292.84367 hartree
* HOMO level: -0.3169 Ha
* ΔE to the lowest compared entry with this formula, charge and spin: 0.189 eV
* frontier orbital gap: 9.3 eV
* SMILES string: O=C(C[C@H]1C(=O)NCCN1CC1CCCCC1)NCc1cccc(F)c1F

These are the natural (NBO) partial charges, in e, on atoms 1 to 8: -0.65, 0.70, -0.50, -0.13, 0.69, -0.66, -0.60, -0.24

---

(4)
C5H9O6 as an isolated structure in a non-equilibrium geometry, computed with ωB97M-V/def2-TZVPD.

CARTESIAN COORDINATES (ANGSTROEM)
H  2.5813  2.6597  1.8769
C  -1.2702  0.9717  1.1988
O  -1.7590  2.0007  1.1882
C  0.2117  0.2767  0.8655
C  0.8644  -0.6202  1.8738
C  -0.1602  -0.5149  -0.3966
C  -1.0088  0.2428  -1.4086
O  -0.9708  -0.2839  -2.7081
O  -1.1273  -1.7436  -2.4672
H  -1.6865  -1.9596  -3.2351
O  1.0342  -0.9164  -0.9879
O  1.1513  1.2506  0.5509
O  1.5950  2.5837  1.6387
H  0.1955  -1.3008  2.3890
H  1.6205  -1.2169  1.3564
H  1.3584  -0.0060  2.6126
H  -0.7187  -1.4160  -0.1075
H  -2.0404  0.2082  -1.0326
H  -0.6613  1.2881  -1.4651
H  0.7908  -1.5040  -1.7421

* lowest unoccupied orbital energy (spin up / spin down): -1.30 / -0.38 eV
* total charge: 0
* DFT total energy: -647.01434 hartree
* HOMO level (spin up / spin down): -0.2808 / -0.3685 Ha
* ΔE to the lowest compared entry with this formula, charge and spin: 1.898 eV
* expectation value of S²: 0.98
* 2S+1: 2
* frontier orbital gap (spin up / spin down): 6.3 / 9.6 eV

These are the natural (NBO) partial charges, in e, on atoms 1 to 8: 0.45, 0.60, -0.40, 0.16, -0.64, 0.06, -0.12, -0.26

---

(5)
C24H51N6O9PS as an isolated structure in a non-equilibrium geometry, computed with ωB97M-V/def2-TZVPD.

CARTESIAN COORDINATES (ANGSTROEM)
N  1.0991  -2.8900  -2.5454
P  0.7199  -1.4010  -2.3553
O  0.8435  -0.9770  -0.7836
O  1.6715  -0.4063  -3.2567
C  -0.9991  -0.9856  -2.8244
C  -1.2887  0.0511  -3.7890
C  -2.5645  0.3894  -4.1201
C  -3.6448  -0.3266  -3.5222
N  -4.9773  -0.1975  -3.6819
S  -5.6607  -1.3070  -2.7358
N  -4.3883  -2.0526  -2.0420
C  -3.3564  -1.3737  -2.5722
C  -2.0031  -1.6942  -2.2173
O  -1.6572  -2.6474  -1.3141
H  1.8866  -2.9018  -3.1979
H  0.1868  -0.2907  -0.5844
H  1.5276  0.4810  -2.8847
H  -0.5006  0.6085  -4.3001
H  -2.7745  1.1920  -4.8267
H  -1.8604  -3.5376  -1.6331
C  -2.5354  4.8780  -0.7648
O  -2.0110  3.6094  -0.4171
C  -1.7770  3.4297  0.9767
C  -2.8140  2.5157  1.6084
N  -4.1266  3.1513  1.6875
C  -5.2341  2.2327  1.9606
C  -5.4510  1.0422  1.0265
O  -5.9324  1.3719  -0.2651
C  -4.9554  1.8688  -1.1607
H  -2.4112  5.0042  -1.8401
H  -3.6056  4.9437  -0.5449
H  -2.0052  5.6853  -0.2535
H  -1.7060  4.3857  1.5032
H  -0.8043  2.9360  1.0601
H  -2.4889  2.2508  2.6169
H  -2.8429  1.5981  1.0075
H  -4.3147  3.6177  0.8106
H  -6.1467  2.8340  1.9461
H  -5.1228  1.8579  2.9841
H  -6.2345  0.4252  1.4740
H  -4.5683  0.3953  0.9538
H  -3.9860  1.3784  -1.0278
H  -4.8561  2.9515  -1.0478
H  -5.2984  1.6834  -2.1757
C  7.3218  0.7001  -5.9869
O  7.9231  -0.5180  -5.5909
C  8.1870  -0.6185  -4.1952
C  7.2130  -1.5591  -3.5042
N  5.8687  -0.9951  -3.4342
C  4.8127  -1.9542  -3.0993
C  4.6419  -3.1986  -3.9731
O  4.1256  -2.9518  -5.2708
C  5.0619  -2.4603  -6.2097
H  7.4231  0.7828  -7.0688
H  6.2526  0.7150  -5.7519
H  7.8119  1.5596  -5.5223
H  8.2094  0.3644  -3.7152
H  9.1875  -1.0508  -4.1052
H  7.5676  -1.7572  -2.4876
H  7.2301  -2.5035  -4.0603
H  5.6442  -0.5828  -4.3295
H  3.8725  -1.3989  -3.1296
H  4.9554  -2.2718  -2.0609
H  3.8947  -3.8286  -3.4829
H  5.5516  -3.8078  -4.0304
H  6.0515  -2.9052  -6.0780
H  5.1252  -1.3707  -6.1529
H  4.7019  -2.7094  -7.2084
C  -0.3551  -0.4206  3.7581
O  -0.7534  0.6596  4.5846
C  -2.1555  0.7355  4.8179
C  -2.5151  0.2970  6.2280
N  -2.3394  -1.1401  6.4113
C  -2.3334  -1.5878  7.8051
C  -1.3270  -0.9731  8.7802
O  0.0211  -1.3533  8.5669
C  0.6791  -0.6777  7.5121
H  0.6636  -0.2242  3.4243
H  -0.3465  -1.3658  4.3092
H  -1.0004  -0.5138  2.8801
H  -2.7240  0.1821  4.0636
H  -2.4218  1.7918  4.7207
H  -3.5604  0.5549  6.4274
H  -1.8852  0.8750  6.9140
H  -1.4625  -1.4156  5.9905
H  -2.1510  -2.6651  7.7819
H  -3.3413  -1.4494  8.2113
H  -1.5777  -1.3536  9.7737
H  -1.4125  0.1177  8.8491
H  0.3762  0.3701  7.4401
H  0.5048  -1.1891  6.5622
H  1.7514  -0.7142  7.7042

* lowest unoccupied orbital energy: -0.97 eV
* total charge: 0
* DFT total energy: -2690.18245 hartree
* HOMO level: -0.3136 Ha
* frontier orbital gap: 7.6 eV

These are the Löwdin partial charges, in e, on atoms 1 to 8: -0.14, 0.55, -0.14, -0.17, -0.17, -0.06, -0.02, -0.35

---

(6)
C36H28N2O4PdS2 as an isolated structure in a non-equilibrium geometry, computed with ωB97M-V/def2-TZVPD.

CARTESIAN COORDINATES (ANGSTROEM)
Pd  0.3536  0.8671  -0.3696
C  0.9980  4.5787  1.6455
C  0.1552  5.4285  0.9287
C  -0.6366  5.0496  -0.1531
C  -0.4499  3.6575  -0.5323
C  0.4547  2.8642  0.1445
C  1.2993  3.2802  1.1777
C  -1.1177  3.0876  -1.7425
C  -2.0950  3.9127  -2.3624
C  -2.5976  3.3708  -3.5131
C  -2.2301  2.1549  -3.9932
C  -2.6653  1.5020  -5.1823
C  -2.4250  0.1628  -5.5954
C  -1.6353  -0.6527  -4.7171
C  -1.2134  -0.0196  -3.5631
C  -1.5632  1.3042  -3.0599
N  -1.0461  1.7121  -1.9538
H  1.4689  4.9487  2.5619
H  0.1155  6.4543  1.2741
H  -1.2509  5.6679  -0.6957
H  2.0592  2.5516  1.5463
H  -2.2633  4.8313  -1.8473
H  -3.4070  3.7794  -4.0536
H  -3.1488  2.2163  -5.7556
H  -2.7849  -0.1311  -6.5875
H  -1.2822  -1.6549  -4.9994
H  -0.5460  -0.7183  -2.9726
O  1.4142  0.5977  -3.3848
C  2.2300  0.1086  -2.5843
N  1.7073  -0.3915  -1.2971
S  2.9450  -0.6200  -0.2245
O  2.9852  -1.9638  0.3690
O  2.6643  0.4199  0.7736
C  4.2325  -0.1965  -1.3221
C  5.6128  -0.2533  -1.0378
C  6.4121  0.1309  -2.1454
C  5.8493  0.5056  -3.3453
C  4.5139  0.4684  -3.6034
C  3.7110  0.1539  -2.5327
H  6.0670  -0.4959  -0.0642
H  7.5027  0.1862  -1.9988
H  6.4935  0.7916  -4.1661
H  4.0485  0.7428  -4.5541
O  -0.7167  -0.5815  0.6169
S  -0.5167  -2.0146  1.1241
C  0.5255  -1.8457  2.7129
C  -0.0562  -0.8368  3.6462
C  -0.7407  -1.1561  4.8185
C  -1.3599  -0.1306  5.5518
C  -1.2379  1.2137  5.1424
C  -0.4413  1.5383  4.0358
C  0.1178  0.5072  3.2941
C  -2.2882  -2.2891  1.6038
C  -2.4773  -3.7678  1.7180
C  -2.3565  -4.5807  0.5951
C  -2.3516  -5.9890  0.7472
C  -2.4960  -6.5883  1.9980
C  -2.6492  -5.7608  3.1223
C  -2.6113  -4.3716  2.9754
H  1.5487  -1.5918  2.3305
H  0.5667  -2.8367  3.1401
H  -0.6647  -2.1664  5.1931
H  -1.9447  -0.2626  6.4368
H  -1.7139  1.9659  5.7665
H  -0.2703  2.5275  3.7339
H  0.8583  0.5839  2.5037
H  -2.7443  -1.8713  0.7395
H  -2.3886  -1.7398  2.5242
H  -2.3056  -4.1151  -0.4027
H  -2.2109  -6.6153  -0.1136
H  -2.4841  -7.6977  2.0410
H  -2.7131  -6.1960  4.0687
H  -2.8129  -3.7217  3.8249

* lowest unoccupied orbital energy (spin up / spin down): -6.13 / -10.48 eV
* total charge: +2
* DFT total energy: -2722.54071 hartree
* HOMO level (spin up / spin down): -0.4691 / -0.4677 Ha
* ΔE to the lowest compared entry with this formula, charge and spin: 2.766 eV
* expectation value of S²: 6.03
* 2S+1: 5
* frontier orbital gap (spin up / spin down): 6.6 / 2.2 eV

These are the Löwdin partial charges, in e, on atoms 1 to 8: 1.18, -0.07, -0.05, 0.03, -0.16, -0.16, -0.09, -0.15